Entry 1:
{
  "formula": "C17H49Li2N18O19",
  "method": "the ωB97M-V functional and the def2-TZVPD basis",
  "largest_force_ev_per_a": 9.92,
  "e_homo_ha": -0.236,
  "total_energy_ha": -3107.841605,
  "lumo_energy_ev": 0.65,
  "gap_ev": 7.065,
  "charge": -1,
  "elements": ["O", "O", "O", "O", "O", "O", "O", "O", "O", "O", "O", "O", "O", "O", "O", "O", "O", "O", "O", "N", "N", "N", "N", "N", "N", "N", "N", "N", "N", "N", "N", "N", "N", "N", "N", "N", "N", "C", "C", "C", "C", "C", "C", "C", "C", "C", "C", "C", "C", "C", "C", "C", "C", "C", "Li", "Li", "H", "H", "H", "H", "H", "H", "H", "H", "H", "H", "H", "H", "H", "H", "H", "H", "H", "H", "H", "H", "H", "H", "H", "H", "H", "H", "H", "H", "H", "H", "H", "H", "H", "H", "H", "H", "H", "H", "H", "H", "H", "H", "H", "H", "H", "H", "H", "H", "H"],
  "xyz": [[-0.383324, -3.845545, 4.695027], [-1.098774, -2.701975, 0.855727], [-5.417304, 0.556495, -2.082163], [-4.556244, -3.529835, -5.408133], [-1.534414, -2.004695, -1.713803], [0.809446, 4.910395, 2.744357], [5.691546, -1.400215, -2.176543], [-0.293874, -4.904525, -0.535093], [-3.645914, 2.002115, 4.078207], [-2.888754, 1.455445, 0.433247], [5.046236, -2.726025, 3.402187], [5.909946, 2.018645, 2.324687], [1.067816, 1.767295, -1.314113], [1.753036, -2.996085, -4.271793], [3.684166, 2.716035, -0.767283], [-3.774184, -1.443085, 1.326437], [-0.262864, 3.259745, -3.516693], [2.111296, 0.598485, 1.177997], [-1.423974, -2.088555, 3.840117], [-3.535754, 0.631435, -3.116023], [0.255206, 5.488635, 0.701487], [0.089516, -1.645955, -4.741663], [-2.383444, -4.128285, -4.993943], [-2.202464, 0.523745, 3.264747], [3.647356, -0.626075, -1.966543], [4.130586, 3.285245, 2.289227], [3.602806, -1.139995, 3.218407], [2.999566, -3.102135, 4.122227], [-5.368614, 0.235015, -4.302753], [0.596286, -3.204485, -6.153883], [-3.411354, -2.601895, -3.784103], [5.976196, 4.170875, 2.979187], [0.797536, 3.527015, 1.120627], [-3.320564, 0.015965, 5.007087], [5.000356, 0.044155, -0.588323], [-3.806724, 3.436575, 0.291947], [-1.976114, 3.149035, -0.830553], [-0.561804, -1.666005, 0.459357], [4.825116, -0.665595, -1.617893], [0.585166, 4.646055, 1.581237], [-2.859654, 2.641155, 0.031877], [0.498386, -0.960085, 1.132487], [-0.413814, -1.738195, 5.934587], [1.086436, 0.076245, 0.551937], [-0.849434, -1.217445, -1.052273], [0.653056, 0.622715, -0.757833], [-0.235794, -0.047435, -1.520903], [5.403526, 3.077815, 2.474877], [-2.998704, 0.927515, 4.107427], [-0.808924, -2.596575, 4.744987], [0.864086, -2.615175, -5.003133], [-3.489584, -3.442225, -4.782333], [-4.779574, 0.478585, -3.111813], [3.967796, -2.365025, 3.623517], [-0.982264, -3.732575, 2.522917], [-1.918494, -3.703655, -0.630443], [-2.956124, 0.371775, -3.901323], [0.253476, -1.213605, -3.843723], [3.020846, 0.013375, -1.498903], [2.020846, -2.877025, 4.229607], [4.343736, 0.613285, -0.073493], [0.492806, 3.416345, 0.164067], [3.683106, 4.137485, 2.595067], [-0.526884, 0.186935, -2.534193], [-0.625904, -1.217625, -5.311583], [-2.781394, -0.838075, 5.006837], [-2.251244, -4.781445, -5.752903], [6.984266, 4.185765, 3.039777], [0.410746, -4.984085, 0.107887], [-1.939584, 4.069305, -1.245133], [-0.366804, 4.136195, -3.146213], [-3.971614, -1.763505, -3.726513], [-1.561334, -3.822045, -4.493503], [3.288246, -3.994535, 4.496907], [-4.972874, 0.140385, -5.227163], [0.261736, -0.946775, 5.609937], [5.494076, 5.055515, 3.050437], [-0.230564, -2.938655, -6.669403], [1.178216, -4.021175, -6.274193], [-3.111384, -1.743005, 1.948517], [-1.749974, -0.347145, 3.503297], [-1.874544, 1.064605, 2.477317], [0.132346, -5.057605, -1.378383], [3.206056, 2.626505, 0.057107], [-3.834734, 4.293215, -0.242373], [3.649256, 2.408645, 2.147837], [0.819316, 2.759555, 1.776857], [3.020056, 2.589195, -1.444863], [2.695686, -0.780665, 2.957427], [-1.267244, -1.146625, 6.265937], [3.445196, -1.027445, -2.871053], [-3.457314, -0.589515, 1.031087], [5.991936, 0.228625, -0.535083], [0.683066, -1.349895, 2.122607], [0.066696, 5.294065, -0.271503], [-3.036424, 0.595145, -2.238833], [-0.296564, 6.214135, 1.136557], [-4.616504, 3.103605, 0.795417], [-6.359024, 0.405635, -4.403153], [-0.079274, -2.193165, 6.866887], [-2.711954, -2.647015, -3.056853], [-1.158454, 2.592335, -1.034563], [-4.051244, 0.321875, 5.633697], [4.437256, -0.782815, 2.775467], [0.340266, 2.816845, -2.919783]],
  "forces_ev_per_angstrom": [[-0.9, 2.5, -0.6], [-1.2, -2.1, 0.8], [-1.2, 0.1, 0.7], [1.1, -0.4, -0.6], [-0.9, -1.1, -0.4], [-0.3, 1.2, 2.3], [-0.4, 1.3, 0.4], [-0.5, -0.3, -0.3], [0.8, -0.1, 0.0], [1.3, 0.8, -0.3], [6.1, -2.6, -0.1], [2.1, -2.8, -0.7], [-0.3, -2.5, 2.4], [1.0, -0.5, 1.0], [0.7, 0.4, -0.2], [-0.3, -0.7, -0.2], [-0.4, 0.2, -0.4], [-2.2, -0.3, -2.0], [-1.9, 1.1, -2.8], [7.7, 0.3, -0.4], [-2.8, 6.8, -3.9], [-3.3, 5.1, 2.6], [2.6, -1.7, -0.4], [6.3, -2.1, -5.5], [-8.9, -0.6, -4.2], [-3.5, -0.3, -1.0], [0.4, 2.0, -0.2], [-2.1, -2.9, 1.9], [-1.8, -0.4, -2.3], [0.1, -1.6, -2.0], [0.7, 2.5, 3.1], [2.6, 2.1, 0.9], [1.0, -8.3, -3.1], [-0.6, -1.3, 2.3], [4.4, 2.8, 5.0], [-4.1, 3.8, 1.2], [2.9, -0.3, -1.3], [3.0, 2.9, -1.2], [5.8, -3.9, -1.5], [1.5, 1.5, 5.2], [1.0, -4.3, -0.4], [-4.9, -4.4, 0.1], [-0.7, 0.7, 0.6], [5.3, 3.8, 2.1], [1.0, -0.1, 2.1], [0.9, 4.6, -3.1], [-2.1, -2.7, -0.5], [-0.3, 1.3, 1.0], [-6.4, 4.7, 2.7], [3.3, -4.2, 2.8], [2.1, -2.3, -0.4], [-3.9, 0.1, -1.7], [-5.1, -0.2, 0.7], [-4.2, 2.4, -1.0], [0.0, 0.9, 0.9], [0.4, 0.9, 0.2], [-0.2, 0.3, 0.0], [-0.1, 0.1, -0.1], [-0.1, -0.1, -0.6], [0.4, 0.3, 0.0], [0.1, 0.0, -0.5], [0.4, -1.3, 0.3], [-0.4, -0.6, -0.1], [0.3, 0.7, 0.0], [0.3, -0.4, -0.1], [-0.8, -0.1, 0.5], [-0.4, 0.2, 0.3], [-0.3, 0.0, 0.0], [0.2, 0.2, 0.2], [-0.6, -0.2, 0.5], [0.0, 0.2, -0.1], [-0.5, -0.7, -0.2], [0.0, -0.2, -0.3], [-0.2, 0.1, -0.1], [0.8, 0.1, 0.5], [0.4, -0.2, -0.1], [0.2, -0.3, -0.2], [0.4, -0.6, -0.2], [-0.5, 0.0, -0.8], [0.2, 0.1, 0.3], [0.4, -0.1, -0.7], [-0.3, 0.0, 0.2], [0.2, -0.1, -0.4], [-0.4, 0.0, 0.2], [-0.5, -0.1, 0.5], [-0.8, 0.4, 0.1], [0.4, -0.2, -0.5], [-0.4, -0.2, 0.0], [0.3, -0.2, 0.0], [-0.3, 0.0, -0.2], [-0.6, -0.1, 0.3], [0.0, 0.7, -0.1], [-0.1, 0.4, 1.2], [0.6, 0.4, 0.1], [0.0, -0.2, 0.5], [-0.3, 0.2, 0.2], [0.2, 0.5, -0.6], [0.2, 0.1, -0.1], [0.1, -0.2, 0.7], [0.4, -0.5, -0.6], [0.3, 0.3, -0.4], [-0.1, -0.2, -0.1], [0.4, -0.7, 0.1], [-0.6, 0.9, -0.4], [0.5, -0.6, 0.6]],
  "lowdin_charge": [-0.1473, -0.1800, 0.0476, -0.0019, -0.0745, 0.0321, -0.0392, -0.0653, -0.0358, 0.0001, 0.0869, 0.0696, -0.1140, 0.0434, -0.0663, -0.0438, -0.0569, -0.0401, -0.0811, 0.1964, 0.1789, 0.1937, 0.1684, 0.2050, 0.2008, 0.1764, 0.1721, 0.1729, 0.1546, 0.1557, 0.1738, 0.1490, 0.2132, 0.1635, 0.1914, 0.1986, 0.1775, -0.3014, -0.8395, -0.8932, -0.7155, 0.0180, 0.0001, -0.3385, -0.3101, -0.2974, -0.0225, -0.7941, -0.7928, -0.7297, -0.8279, -0.7468, -0.8090, -0.8220, 0.7470, 0.7493, 0.1143, 0.0939, 0.0908, 0.0759, 0.0801, 0.0805, 0.1108, 0.1093, 0.1253, 0.0628, 0.1154, 0.1056, 0.0662, 0.0994, 0.0150, 0.0794, 0.0820, 0.1092, 0.1012, 0.0908, 0.0997, 0.1039, 0.1194, -0.0104, 0.0667, 0.1104, 0.0670, -0.0257, 0.1185, 0.0937, 0.1326, 0.0053, 0.0613, 0.0591, 0.1239, -0.0045, 0.1293, 0.1094, 0.1039, 0.1057, 0.1264, 0.1433, 0.1071, 0.0817, 0.0493, 0.0604, 0.1159, 0.1027, -0.0134]
}



Entry 2:
{
  "formula": "C17H4Cl5F5INReSe",
  "method": "the ωB97M-V functional and the def2-TZVPD basis",
  "largest_force_ev_per_a": 3.73,
  "e_homo_ha": [-0.278, -0.289],
  "total_energy_ha": -6282.594405,
  "spin_multiplicity": 2,
  "lumo_energy_ev": [-1.38, -0.98],
  "gap_ev": [6.194, 6.891],
  "s_squared": 0.796,
  "elements": ["Re", "I", "Se", "Cl", "Cl", "Cl", "Cl", "Cl", "F", "F", "F", "F", "F", "N", "C", "C", "C", "C", "C", "C", "C", "C", "C", "C", "C", "C", "C", "C", "C", "C", "C", "H", "H", "H", "H"],
  "xyz": [[0.845070, -0.375777, -0.828399], [4.954980, 2.672735, 2.507165], [2.199715, 0.863255, -2.277097], [-3.035088, -4.354593, -4.194020], [-0.468837, -5.173447, -2.559319], [1.255221, -2.744131, -1.194981], [-3.775117, -1.346527, -4.501046], [-2.006555, 0.853340, -3.149906], [-3.289111, 3.256869, 2.034903], [-3.147546, 0.534466, 2.265008], [-1.213968, -0.834202, 0.853785], [-1.523367, 4.562393, 0.442424], [0.360606, 3.218216, -0.919283], [1.998277, -0.092766, 1.055508], [-1.320768, 0.537259, 0.759664], [-0.393011, 1.144499, -0.068706], [-0.476155, -1.154212, -2.250827], [1.625516, -0.763206, 2.152429], [2.157924, -0.508954, 3.402284], [-0.488330, 2.524356, -0.146443], [3.510571, 1.163484, 2.399746], [-2.057944, -3.148333, -3.462507], [3.120180, 0.476762, 3.538947], [-2.294590, 1.194167, 1.476521], [-0.188638, -2.509274, -2.175397], [-1.602110, -0.810567, -2.987641], [-2.362990, 2.572953, 1.361105], [-1.456283, 3.235063, 0.548683], [-0.928380, -3.527463, -2.734231], [2.933047, 0.858349, 1.180931], [-2.388062, -1.794762, -3.594604], [1.818120, -1.076368, 4.257090], [0.873250, -1.533343, 2.032334], [3.209208, 1.377310, 0.273223], [3.555163, 0.702449, 4.502655]],
  "forces_ev_per_angstrom": [[1.8, 2.7, -1.9], [-0.2, -0.2, 0.0], [-1.5, -1.5, 1.7], [0.0, 0.0, 0.0], [0.0, 0.0, 0.0], [0.2, -0.5, 0.3], [0.0, 0.0, 0.0], [-0.1, 0.1, 0.0], [0.0, 0.0, 0.0], [0.0, 0.0, 0.0], [0.0, -0.1, 0.0], [0.0, 0.0, 0.0], [-0.1, 0.1, 0.1], [-0.1, 0.1, 0.1], [0.2, 0.3, -0.1], [-0.2, -0.5, 0.2], [0.1, -0.4, 0.4], [0.1, -0.1, 0.1], [0.0, 0.0, 0.0], [0.1, -0.3, -0.1], [0.2, 0.1, 0.1], [0.0, 0.0, 0.0], [0.0, 0.0, -0.1], [-0.1, -0.1, 0.0], [-0.7, 0.2, -0.6], [0.1, -0.1, 0.0], [0.0, 0.0, 0.0], [0.0, -0.1, 0.0], [0.0, -0.1, -0.1], [0.0, 0.0, 0.0], [0.1, 0.1, 0.0], [0.0, 0.0, 0.0], [0.0, 0.0, -0.1], [0.0, 0.0, 0.0], [0.0, 0.0, 0.0]],
  "nbo_charge": [0.5660, 0.1961, -0.0132, 0.0685, 0.0595, 0.1672, 0.0679, 0.0543, -0.2863, -0.2899, -0.3432, -0.2881, -0.3117, -0.4654, 0.3087, -0.3859, -0.3175, 0.0321, -0.2181, 0.3634, -0.1844, -0.0818, -0.1869, 0.2574, 0.0146, -0.0528, 0.2649, 0.2609, -0.1314, 0.0228, -0.0776, 0.2352, 0.2138, 0.2427, 0.2381]
}